1.
Here is a structure of composition C12H26MoNO2P2 at a distorted geometry from the OMol25 dataset. Energies are from ωB97M-V with the def2-TZVPD basis set.

XYZ file:
```
44
Properties=species:S:1:pos:R:3:forces:R:3
Mo 0.032 0.153 0.025 1.305 4.955 1.736
P -2.218 0.432 -0.445 -3.849 -1.595 -1.668
P 2.270 -0.350 -0.386 3.920 -1.819 -2.630
O -0.631 -3.622 -1.902 0.760 1.263 0.051
O -1.930 -2.233 -3.793 -0.561 1.075 -0.713
N 0.253 1.101 -1.883 -0.366 -1.114 0.771
C -2.106 0.783 -2.179 0.182 1.270 -0.582
C 2.664 1.082 -1.462 -0.222 0.560 0.061
C -3.362 -0.960 -0.312 0.479 -0.168 0.161
C -0.728 2.002 -3.892 -0.534 -0.570 0.700
C 3.582 -0.354 0.864 -0.779 0.052 1.106
C -3.162 1.758 0.366 0.711 0.762 0.365
C 2.775 -1.757 -1.436 -0.665 -0.185 0.158
C 1.480 1.458 -2.320 0.198 0.235 0.098
C 0.521 2.450 -4.280 0.394 0.331 -0.255
C -0.894 1.309 -2.666 0.669 0.038 -0.335
C 0.165 1.861 1.288 -0.455 -1.961 -0.224
C 1.644 2.173 -3.505 -0.172 -0.276 0.301
H -1.620 2.160 -4.481 0.067 0.146 -0.215
H 2.656 -2.643 -0.787 0.098 0.088 -0.560
H -4.132 1.789 -0.147 0.211 -0.005 0.029
H -2.089 -1.269 -3.723 0.086 -0.917 -0.215
H -3.316 1.511 1.427 0.043 0.023 -0.284
H 3.431 -1.304 1.404 0.325 0.456 0.140
H 3.431 0.515 1.524 0.338 -0.457 0.048
H 3.523 0.787 -2.086 -0.225 0.181 0.172
H 1.141 1.825 1.781 0.173 -0.053 0.269
H -2.364 -2.489 -4.635 0.341 -0.025 0.595
H -4.280 -0.656 -0.836 0.138 -0.254 0.168
H -2.889 -1.840 -0.768 -0.380 0.030 0.138
H 0.285 -3.359 -1.673 -0.717 -0.603 -0.392
H 4.594 -0.334 0.422 -0.576 0.031 -0.184
H 3.830 -1.651 -1.745 -0.455 0.036 0.207
H -3.010 0.900 -2.775 0.083 -0.084 0.045
H 2.115 -1.803 -2.319 0.341 -0.242 0.289
H -0.849 -3.154 -2.747 0.085 -0.571 0.689
H 2.652 2.478 -3.771 -0.224 0.051 -0.201
H -0.630 1.679 2.023 0.115 0.251 0.315
H 0.042 2.807 0.754 -0.064 -0.215 -0.224
H -3.552 -1.109 0.761 -0.120 -0.198 -0.371
H 0.639 3.024 -5.196 -0.091 -0.118 0.048
H 2.995 1.920 -0.819 -0.175 -0.139 -0.361
H -2.627 2.713 0.271 -0.395 -0.149 0.086
H -0.254 -1.472 0.208 -0.040 -0.115 0.669
```
Forces are in eV/Å.

The HOMO-LUMO gap (spin up / spin down) comes out at 0.17951 / 0.20002 Eh. Its spin multiplicity is 3. Its charge is +3. As for the HOMO energy (spin up / spin down): -18.98 / -19.00 eV. Its expectation value of S² is 2.071.


2.
Here is a cluster of 4 separate species, C5H14O3 in total at a distorted geometry from the OMol25 dataset. Energies are from ωB97M-V with the def2-TZVPD basis set.

XYZ file:
```
22
Properties=species:S:1:pos:R:3:forces:R:3
O -2.536 0.585 -1.737 -0.202 0.698 0.615
O 3.603 -1.533 0.003 0.375 0.519 -0.083
O -2.651 0.114 1.306 -0.159 0.139 -0.009
C 0.397 2.145 1.770 0.195 -0.397 -0.839
C 0.295 -0.440 -0.798 -0.150 -0.380 0.404
C 0.244 -1.920 -1.028 -0.918 0.724 -0.012
C 0.614 0.130 0.367 0.040 0.406 -0.608
C 0.384 1.566 0.566 -0.725 -0.359 1.047
H -1.733 -0.180 1.333 -0.053 -0.041 -0.147
H 0.827 -2.474 -0.312 0.423 -0.218 0.008
H -0.805 -2.214 -0.901 0.020 -0.117 -0.006
H -2.079 0.884 -0.934 0.228 -0.354 -0.104
H -3.235 1.255 -1.751 -0.136 -0.268 -0.445
H -3.038 -0.255 0.504 0.164 -0.143 0.103
H 4.551 -1.380 -0.121 -0.213 -0.278 0.062
H -0.108 2.091 -0.242 0.270 0.119 -0.355
H 0.800 1.572 2.595 -0.114 0.326 0.321
H 0.463 -2.137 -2.061 0.454 -0.359 -0.229
H -0.031 3.130 1.879 0.268 0.107 0.363
H 3.245 -0.636 -0.064 -0.225 -0.242 0.010
H -0.119 0.190 -1.581 0.264 -0.048 -0.112
H 0.915 -0.494 1.207 0.197 0.165 0.016
```
Forces are in eV/Å.

The HOMO-LUMO gap comes out at 0.35049 Eh. Its spin multiplicity is 1. Its charge is 0. The calculation puts the energy above the lowest of the compared OMol25 structures with the same formula, charge and spin at 0.818 eV. As for the HOMO energy: -8.83 eV. The structure (SMILES) is C=C/C=C/C.O.O.O.


3.
Here is a cluster of 4 separate species, C26H45F13N5O10PS2 in total at a distorted geometry from the OMol25 dataset. Energies are from ωB97M-V with the def2-TZVPD basis set.

XYZ file:
```
102
Properties=species:S:1:pos:R:3:forces:R:3
S 3.613 0.318 5.190 4.313 3.750 5.172
S 1.035 1.835 3.388 -0.404 2.440 -6.291
P 4.906 0.513 2.495 -0.108 2.367 -1.421
F -3.827 -3.546 0.963 0.559 2.004 1.839
F -0.671 4.656 3.410 2.333 -0.691 1.964
F -6.108 -4.084 4.378 2.321 0.984 -0.587
F -0.213 5.124 5.559 0.901 -1.564 -2.316
F 1.468 5.157 4.085 -2.732 -2.070 0.336
F -6.038 -2.996 2.057 2.059 0.977 1.384
F -3.298 -0.010 1.896 -0.528 -2.432 -0.952
F 1.428 2.953 5.886 -1.847 -0.093 -2.053
F -2.558 -2.888 2.723 -1.691 1.048 -1.401
F -4.379 -2.924 5.262 -0.495 -1.173 -2.567
F -0.731 2.439 5.267 2.607 0.966 -0.682
F -5.329 -1.310 3.400 0.969 -1.948 -1.356
F -4.641 -0.988 0.333 1.873 -0.503 1.676
O 1.970 0.091 5.367 1.096 0.079 -2.225
O -0.157 1.928 2.450 2.100 -1.248 3.593
O -1.114 -0.348 0.447 -0.670 -2.520 0.310
O 3.979 1.771 4.953 -1.997 -3.890 -0.969
O -5.000 1.768 -2.718 -0.146 0.113 0.002
O 6.301 1.328 3.129 -1.461 -2.184 0.466
O 4.039 0.960 -8.302 0.004 0.053 -0.258
O -0.595 0.398 -7.548 0.000 0.112 0.162
O 4.215 0.005 6.546 -2.328 -0.842 -3.860
O 2.206 2.349 2.625 -1.689 -1.254 3.022
N 2.401 1.203 -9.886 0.085 -0.092 0.583
N -1.798 1.499 -5.940 -0.012 -0.748 -0.526
N 5.568 -0.395 1.125 0.050 0.727 1.520
N -6.189 2.749 -1.023 0.593 -0.449 -0.081
N 3.100 -3.048 3.449 0.102 1.092 -0.638
C -5.193 1.977 -1.533 -0.292 0.237 0.262
C -2.964 1.521 -5.078 0.231 0.178 0.022
C -1.554 0.476 -6.799 -0.199 0.457 0.453
C 1.172 -0.756 1.536 -0.605 -0.401 -0.121
C 1.630 -1.030 3.073 -0.144 -0.407 -1.473
C 5.472 -2.588 5.422 0.322 -0.665 0.814
C -3.444 -1.162 1.100 0.033 1.390 -0.972
C 3.354 1.433 -10.954 0.189 -0.052 0.293
C -0.861 2.605 -5.883 0.159 -0.176 -0.220
C -4.810 -3.584 4.083 -1.296 -0.232 1.054
C 2.865 0.983 -8.625 -0.243 0.037 -0.237
C -2.236 -1.184 0.054 -0.055 0.916 -1.176
C 0.984 1.216 -10.192 0.149 0.042 -0.045
C 0.281 4.469 4.400 -0.317 2.947 0.623
C 4.248 -0.749 3.830 1.373 -0.906 -0.683
C -7.116 3.393 -1.934 0.172 -0.146 -0.227
C -3.658 -2.507 1.927 -0.342 -1.021 -0.329
C 3.128 -1.590 3.067 0.093 -0.858 -0.385
C -4.961 -2.545 2.850 -1.757 -0.208 0.751
C 2.851 -3.926 2.286 0.050 -1.811 0.053
C 1.242 0.115 4.101 -1.855 -1.094 0.990
C 5.569 -1.589 4.192 -0.057 -1.141 0.552
C 2.304 -5.377 2.775 -0.178 1.504 -0.627
C 0.524 2.952 4.828 -0.635 -0.186 1.828
C -6.353 2.949 0.403 -0.123 0.080 -0.194
C -0.400 -1.039 1.493 0.545 0.053 1.036
H -4.157 -4.477 3.831 -0.670 1.253 0.493
H 1.702 -5.795 1.902 1.010 0.173 1.210
H -2.645 -0.716 -0.913 0.439 -0.611 1.557
H -2.324 -0.311 -6.764 -0.037 0.042 0.055
H -3.561 2.407 -5.306 -0.108 -0.102 0.188
H 0.126 2.226 -5.607 0.010 0.179 -0.037
H 3.163 -6.045 3.088 -1.313 0.734 -0.251
H 5.277 0.167 0.307 0.435 -0.555 0.660
H 0.772 0.438 -10.930 -0.172 0.084 -0.009
H 1.554 -5.163 3.606 1.056 -0.615 -0.823
H -7.853 3.975 -1.381 0.124 -0.090 0.033
H -4.547 1.536 -0.757 -0.062 0.060 0.089
H 3.959 2.310 -10.714 0.078 -0.082 -0.156
H -1.188 3.345 -5.153 -0.053 -0.144 -0.054
H 6.499 -0.941 4.340 -1.508 -0.551 -0.219
H -1.925 -2.242 -0.217 -0.335 1.160 0.617
H 3.853 -4.101 1.757 -1.457 0.433 0.510
H 4.409 -2.873 5.715 1.422 0.545 -0.539
H 6.593 -0.451 1.186 -0.468 -0.144 -0.272
H 6.324 1.206 4.107 0.013 0.429 -0.846
H -7.621 2.630 -2.530 -0.045 0.165 -0.052
H 1.497 0.252 1.138 -0.630 -1.008 0.646
H 0.390 1.030 -9.296 0.185 0.001 -0.130
H 5.793 -2.221 3.257 -0.604 1.090 1.196
H 3.462 -1.616 1.964 -0.300 0.292 1.678
H 0.164 -0.123 4.440 1.590 0.650 -0.529
H 2.090 -3.548 1.531 0.863 -0.120 0.891
H -7.340 2.587 0.703 0.071 0.061 0.170
H -0.521 -2.182 1.419 0.121 1.596 -0.104
H -5.589 2.407 0.963 -0.035 0.018 -0.121
H -6.559 4.050 -2.607 -0.174 -0.005 -0.042
H -0.793 3.069 -6.871 0.118 0.079 0.110
H -2.636 1.560 -4.037 -0.267 0.016 -0.005
H -6.271 4.015 0.626 -0.031 -0.075 0.177
H 4.013 0.566 -11.039 0.070 0.137 -0.116
H 0.717 2.194 -10.603 -0.147 -0.077 -0.066
H 0.971 -1.933 3.359 1.047 1.438 -0.048
H 2.059 0.821 -7.891 -0.102 0.009 -0.116
H -0.866 -0.740 2.493 0.550 -0.276 -1.205
H 5.982 -2.190 6.369 -0.833 -0.310 -1.478
H 1.643 -1.535 0.834 -0.434 1.158 1.302
H -3.576 0.630 -5.226 0.094 0.077 -0.006
H 2.461 -3.210 4.234 0.216 -0.013 -0.558
H 2.836 1.593 -11.900 -0.046 -0.029 0.146
H 6.009 -3.572 5.181 -0.756 1.381 0.163
```
Forces are in eV/Å.

The HOMO-LUMO gap comes out at 0.30871 Eh. Its spin multiplicity is 1. Its charge is 0. As for the HOMO energy: -8.62 eV. The structure (SMILES) is CCN[C@H]1[C@H](CCOCC(F)(F)C(F)(F)C(F)(F)C(F)F)[C@H](S(=O)(=O)C(F)(F)C(F)(F)F)OS(=O)(=O)[C@]1(CC)P(N)O.CN(C)C=O.CN(C)C=O.CN(C)C=O.